Version A
DFT (ωB97M-V with the def2-TZVPD basis set) results for a gas-phase ion, C5H9N2 (charge +1).

Each line ends with the Mulliken charge.
Geometry (Å):
1 C 1.719 -0.856 -0.030  -0.449
2 C 1.623 0.745 -0.105  -0.520
3 N 0.245 0.576 0.222  0.275
4 C 0.204 -0.727 0.102  0.208
5 C -1.331 -1.212 0.153  -0.364
6 N -1.880 0.076 -0.220  -0.345
7 C -1.068 1.169 0.191  -0.521
8 H 2.290 -1.327 0.793  0.282
9 H 2.044 -1.241 -0.908  0.291
10 H 2.153 1.315 0.606  0.350
11 H 1.743 1.022 -1.143  0.284
12 H -1.535 -2.058 -0.489  0.362
13 H -1.629 -1.251 1.189  0.274
14 H -1.969 0.095 -1.158  0.262
15 H -1.166 2.133 -0.416  0.350
16 H -1.444 1.541 1.213  0.263

Results
Highest occupied orbital energy: -14.30 eV
SMILES: C1C[N+]2=C1CNC2
HOMO-LUMO gap: 0.3607 Eh
Charge: +1

***

Version B
DFT (ωB97M-V with the def2-TZVPD basis set) results for a gas-phase ion, C5H9N2 (charge +1).

Each line ends with the Mulliken charge.
Geometry (Å):
1 C -1.317 1.269 0.015  -0.204
2 N -0.228 0.668 0.100  0.069
3 C 1.164 1.007 -0.281  -0.430
4 C 1.844 -0.220 0.235  -0.047
5 N 1.103 -1.072 0.775  -0.479
6 C -0.213 -0.628 0.747  0.070
7 C -0.889 -1.475 -0.321  -1.000
8 H -2.201 1.065 0.560  0.333
9 H -1.285 2.214 -0.677  0.280
10 H 1.462 2.041 0.152  0.348
11 H 1.375 1.067 -1.348  0.298
12 H 2.969 -0.257 0.200  0.355
13 H -0.723 -0.638 1.679  0.442
14 H -0.101 -1.889 -1.003  0.320
15 H -1.510 -0.862 -1.003  0.321
16 H -1.448 -2.291 0.167  0.324

Results
Highest occupied orbital energy: -15.22 eV
SMILES: C=[N+]1CC=N[C@@H]1C
HOMO-LUMO gap: 0.3688 Eh
Charge: +1

***

Version C
DFT (ωB97M-V with the def2-TZVPD basis set) results for a gas-phase ion, C5H9N2 (charge +1).

Each line ends with the Mulliken charge.
Geometry (Å):
1 C 0.957 -0.959 -0.356  -0.047
2 C 1.874 -0.217 0.198  0.329
3 C -1.317 0.286 -0.223  0.479
4 C 3.021 0.557 0.596  -0.778
5 C -2.399 -0.148 0.733  -1.012
6 N -0.404 -0.767 -0.602  -0.197
7 N -1.031 1.446 -0.494  -0.562
8 H 1.201 -1.930 -0.844  0.353
9 H -0.915 -1.515 -1.141  0.276
10 H 3.171 1.363 -0.142  0.301
11 H 3.772 -0.163 0.477  0.326
12 H 3.009 0.991 1.704  0.327
13 H -3.102 0.708 0.841  0.317
14 H -1.971 -0.381 1.734  0.260
15 H -3.098 -0.958 0.462  0.356
16 H -1.597 2.223 -0.226  0.272

Results
Highest occupied orbital energy: -13.88 eV
HOMO-LUMO gap: 0.2692 Eh
Charge: +1

***

Which structure above is the least stable? It is version C.